Record 1
DFT (wB97M-V/def2-TZVPD) results for a cluster of 13 separate species, C5H36N2O13 in total.

Last columns: bonded neighbours and bond lengths (Å).
Atoms and positions in Å:
1 H 4.17 0.28 0.50  N19 1.009
2 H 2.44 1.20 2.35  O47 0.979
3 H -0.43 -0.99 2.65  N55 1.008
4 H -0.21 -1.08 -0.88  C50 1.086
5 H 0.13 -2.87 -1.81  O30 0.983
6 H 1.92 -0.51 -1.84  C40 1.085
7 H 0.44 -0.13 4.37  O37 0.962
8 O -3.33 0.71 -2.35  H16 0.958, H36 0.987
9 H -0.56 1.16 -4.08  O21 0.962
10 H 3.29 -2.25 -2.14  O23 0.967
11 H -0.34 -4.43 -1.68  O30 0.955
12 C 0.21 -0.13 0.92  H13 1.081, C50 1.326, N55 1.403
13 H 0.64 0.70 1.46  C12 1.081
14 H 1.64 2.27 3.06  O47 0.970
15 O 0.57 -1.99 -3.26  H20 0.975, H32 0.959
16 H -3.77 0.58 -3.19  O8 0.958
17 O -4.86 1.31 -0.26  H24 0.978, H51 0.963
18 H -0.87 1.94 3.48  O44 0.966
19 N 3.18 0.27 0.66  H1 1.009, C29 1.468, H41 1.011
20 H 0.12 -1.20 -2.91  O15 0.975
21 O -0.84 0.63 -3.33  H9 0.962, H43 0.986
22 H -1.50 2.97 2.62  O44 0.968
23 O 3.68 -2.11 -1.26  H10 0.967, H53 0.970
24 H -4.42 1.70 0.52  O17 0.978
25 H 1.91 1.86 0.12  C29 1.095
26 H -1.92 -2.67 -0.35  O42 0.971
27 O -2.54 1.65 1.05  H35 0.966, H54 0.982
28 C 3.48 1.87 -1.27  C29 1.573, O34 1.426, H39 1.082, H56 1.096
29 C 2.49 1.06 -0.36  N19 1.468, H25 1.095, C28 1.573, C40 1.541
30 O -0.12 -3.62 -1.23  H5 0.983, H11 0.955
31 H -2.14 -3.83 0.53  O42 0.965
32 H 0.17 -2.34 -4.05  O15 0.959
33 H 3.41 0.34 -2.46  O34 0.961
34 O 3.78 1.22 -2.51  C28 1.426, H33 0.961
35 H -2.39 1.28 0.17  O27 0.966
36 H -3.84 1.18 -1.66  O8 0.987
37 O 0.39 0.68 4.88  H7 0.962, H46 0.988
38 H -3.50 -1.17 1.68  O49 0.969
39 H 3.13 2.89 -1.34  C28 1.082
40 C 1.49 0.28 -1.24  H6 1.085, C29 1.541, H45 1.091, C50 1.517
41 H 2.93 -0.71 0.53  N19 1.011
42 O -2.37 -2.89 0.48  H26 0.971, H31 0.965
43 H -1.75 0.88 -3.04  O21 0.986
44 O -1.24 2.83 3.54  H18 0.966, H22 0.968
45 H 1.00 0.99 -1.90  C40 1.091
46 H 1.10 1.23 4.47  O37 0.988
47 O 2.39 1.68 3.20  H2 0.979, H14 0.970
48 H -0.84 -1.81 1.30  N55 1.012
49 O -3.92 -0.48 2.23  H38 0.969, H52 0.966
50 C 0.42 -0.36 -0.37  H4 1.086, C12 1.326, C40 1.517
51 H -4.95 0.37 -0.05  O17 0.963
52 H -3.40 -0.49 3.04  O49 0.966
53 H 4.52 -1.72 -1.52  O23 0.970
54 H -2.71 0.83 1.57  O27 0.982
55 N -0.69 -0.89 1.68  H3 1.008, C12 1.403, H48 1.012
56 H 4.43 1.80 -0.73  C28 1.096

Orbital gap: 8.391 eV
E_tot: -35366.7544 eV
Relative energy (zero: lowest compared OMol25 entry of this formula, charge and spin): 4.140 eV

Record 2
DFT (wB97M-V/def2-TZVPD) results for a cluster of 13 separate species, C5H36O12S2 in total.

Last columns: bonded neighbours and bond lengths (Å).
Atoms and positions in Å:
1 H 2.56 1.76 0.66  O25 0.946
2 H -3.72 -0.22 -1.61  O18 0.958
3 H -2.92 2.01 -1.97  O15 0.970
4 H 2.50 -0.15 -1.50  C45 1.097
5 H 2.89 2.85 1.62  O25 0.955
6 H 2.26 -1.29 -3.56  C48 1.098
7 O 0.79 3.25 1.16  H10 0.986, H51 0.965
8 H 3.92 1.26 0.34  O55 0.942
9 H 0.42 -3.56 -2.85  C24 1.088
10 H 0.22 2.49 1.44  O7 0.986
11 O -2.37 2.15 1.01  H35 0.955, H53 0.959
12 H -2.07 -1.43 1.35  O36 0.955
13 H -0.04 -2.10 2.93  C33 1.097
14 O -3.90 -3.37 -0.59  H19 0.961, H29 0.956
15 O -3.68 1.77 -1.42  H3 0.970, H21 0.965
16 O -2.81 0.44 2.86  H17 0.977, H32 0.963
17 H -3.02 -0.48 3.13  O16 0.977
18 O -3.06 -0.73 -1.12  H2 0.958, H39 0.958
19 H -3.78 -2.52 -0.15  O14 0.961
20 H 2.07 2.75 -1.26  O42 0.967
21 H -4.00 2.65 -1.18  O15 0.965
22 H -2.67 -2.73 1.90  O36 0.964
23 H 4.04 1.76 -1.15  O55 0.953
24 C 0.63 -2.54 -3.16  H9 1.088, H41 1.091, C48 1.525, H50 1.082
25 O 3.29 2.14 1.12  H1 0.946, H5 0.955
26 H 1.35 -3.21 2.76  C33 1.090
27 H 1.43 -0.31 3.48  C44 1.088
28 H 0.18 2.79 -2.88  O47 0.950
29 H -3.23 -3.57 -1.24  O14 0.956
30 H -0.53 1.61 -3.46  O47 0.960
31 S 0.74 -2.79 0.67  C33 1.838, S40 1.994
32 H -2.47 0.90 3.64  O16 0.963
33 C 0.92 -2.27 2.42  H13 1.097, H26 1.090, S31 1.838, C44 1.549
34 H 2.78 -1.64 -0.75  C45 1.094
35 H -3.28 1.87 0.94  O11 0.955
36 O -2.38 -1.85 2.15  H12 0.955, H22 0.964
37 H 2.00 -0.39 1.95  C44 1.093
38 H 2.76 -2.76 -2.75  C48 1.087
39 H -2.97 -0.39 -0.23  O18 0.958
40 S 0.53 -1.13 -0.41  S31 1.994, C45 1.879
41 H 0.41 -2.44 -4.22  C24 1.091
42 O 1.94 2.87 -2.21  H20 0.967, H43 0.957
43 H 2.69 2.40 -2.57  O42 0.957
44 C 1.82 -1.06 2.80  H27 1.088, C33 1.549, H37 1.093, H54 1.098
45 C 2.09 -1.17 -1.46  H4 1.097, H34 1.094, S40 1.879, C48 1.544
46 O 0.05 1.13 2.54  H49 0.976, H52 0.974
47 O -0.69 2.46 -3.06  H28 0.950, H30 0.960
48 C 1.99 -1.99 -2.76  H6 1.098, C24 1.525, H38 1.087, C45 1.544
49 H -0.86 0.79 2.39  O46 0.976
50 H -0.15 -1.89 -2.77  C24 1.082
51 H 0.70 3.78 1.96  O7 0.965
52 H 0.49 0.45 2.01  O46 0.974
53 H -1.90 2.07 0.18  O11 0.959
54 H 2.53 -1.65 3.38  C44 1.098
55 O 3.53 1.27 -0.51  H8 0.942, H23 0.953

Orbital gap: 8.684 eV
E_tot: -52006.0117 eV
Relative energy (zero: lowest compared OMol25 entry of this formula, charge and spin): 4.078 eV

Record 3
DFT (wB97M-V/def2-TZVPD) results for a cluster of 14 separate species, C5H36O16 in total.

Last columns: bonded neighbours and bond lengths (Å).
Atoms and positions in Å:
1 H -1.05 0.31 3.99  C47 1.085
2 H 1.48 -1.69 0.59  O37 1.163
3 H -1.84 3.44 3.46  C27 1.153
4 H -2.09 0.39 -2.46  O18 0.980
5 H -0.59 -2.85 -1.84  O25 1.018
6 O 2.37 -2.65 3.32  H23 0.958, H55 1.031
7 H -0.50 -2.53 -3.76  O48 0.895
8 H -1.81 -0.51 2.75  C47 1.089
9 H -1.90 0.14 -0.20  O29 0.991
10 H 2.46 -2.23 -2.33  O12 0.890
11 H -1.06 1.28 -0.74  O29 1.012
12 O 2.17 -2.08 -3.15  H10 0.890, H57 0.978
13 C -2.63 1.42 2.89  C27 1.457, H32 1.240, H45 1.111, C47 1.558
14 H 1.40 -4.14 2.66  O50 0.921
15 O 0.41 2.06 -0.89  H33 0.983, H36 0.926
16 H 0.27 -3.75 1.76  O50 1.001
17 O -0.73 -1.11 0.53  C26 1.222
18 O -1.84 0.20 -3.39  H4 0.980, H56 1.082
19 O 3.01 0.27 -4.16  H35 0.982, H52 0.954
20 H 2.16 -3.56 0.13  O34 1.024
21 H -3.55 3.46 2.87  C27 1.189
22 H -0.62 3.60 1.28  O39 0.969
23 H 1.73 -2.46 4.00  O6 0.958
24 H 0.81 1.25 2.47  C43 1.263
25 O -0.60 -3.35 -0.96  H5 1.018, H46 0.903
26 C -0.01 -0.44 1.25  O17 1.222, O37 1.302, C43 1.445
27 C -2.53 2.87 2.73  H3 1.153, C13 1.457, H21 1.189, O49 1.380
28 H 2.91 0.37 -1.19  O42 0.930
29 O -2.00 0.92 -0.80  H9 0.991, H11 1.012
30 H 0.44 1.76 -3.69  O38 0.927
31 H 0.88 -3.01 -0.60  O34 0.957
32 H -3.43 1.15 3.80  C13 1.240
33 H 0.47 2.71 -0.15  O15 0.983
34 O 1.77 -2.76 -0.39  H20 1.024, H31 0.957
35 H 2.44 0.41 -4.96  O19 0.982
36 H 1.25 1.74 -0.69  O15 0.926
37 O 1.21 -0.88 1.38  H2 1.163, C26 1.302
38 O -0.29 2.26 -3.41  H30 0.927, H53 0.992
39 O 0.34 3.67 1.22  H22 0.969, H40 0.939
40 H 0.48 4.60 1.30  O39 0.939
41 H -0.99 -1.12 -3.26  O48 0.931
42 O 2.69 0.65 -0.33  H28 0.930, H54 0.876
43 C -0.24 0.82 1.92  H24 1.263, C26 1.445, H44 1.106, C47 1.601
44 H -0.37 1.65 1.20  C43 1.106
45 H -3.24 0.92 2.10  C13 1.111
46 H -0.96 -2.79 -0.35  O25 0.903
47 C -1.40 0.47 2.97  H1 1.085, H8 1.089, C13 1.558, C43 1.601
48 O -0.50 -1.90 -3.12  H7 0.895, H41 0.931
49 O -2.11 3.44 1.54  C27 1.380, H51 1.038
50 O 0.84 -4.53 2.05  H14 0.921, H16 1.001
51 H -2.48 3.02 0.67  O49 1.038
52 H 2.72 -0.59 -3.87  O19 0.954
53 H -0.12 2.32 -2.43  O38 0.992
54 H 2.49 0.01 0.24  O42 0.876
55 H 2.32 -1.79 2.76  O6 1.031
56 H -1.27 1.11 -3.48  O18 1.082
57 H 1.21 -1.94 -3.19  O12 0.978

Orbital gap: 10.703 eV
E_tot: -38528.1264 eV
Relative energy (zero: lowest compared OMol25 entry of this formula, charge and spin): 3.703 eV

Record 4
DFT (wB97M-V/def2-TZVPD) results for a cluster of 12 separate species, C5H37N2O11 in total.

Last columns: bonded neighbours and bond lengths (Å).
Atoms and positions in Å:
1 H -2.72 1.66 1.14  N16 1.000
2 H -0.16 -2.23 2.89  O29 0.971
3 H 1.09 -0.09 1.22  C31 1.207
4 H -0.14 1.21 -1.56  C46 1.109
5 H -3.77 0.57 -2.67  O11 0.991
6 O -1.76 -2.34 1.66  H20 0.917, H35 0.995
7 H -0.43 2.18 1.26  C34 1.126
8 O 1.97 3.08 1.37  H24 0.936, H36 1.025
9 H 3.99 1.42 2.69  O32 0.995
10 H 2.34 -1.77 -2.60  C48 1.088
11 O -2.94 0.75 -2.17  H5 0.991, H45 0.923
12 O 1.96 3.48 -1.24  H18 0.932, H22 1.033
13 H 0.67 -0.90 -2.63  C48 1.126
14 H -0.17 2.51 3.92  O33 0.929
15 H -2.64 0.79 -0.32  N16 1.056
16 N -2.15 1.05 0.58  H1 1.000, H15 1.056, C34 1.533, H42 1.028
17 O -1.23 -0.49 -3.93  H23 0.909, H53 1.020
18 H 2.28 4.29 -1.57  O12 0.932
19 H -0.13 -2.80 -2.04  N21 1.083
20 H -2.45 -2.46 2.25  O6 0.917
21 N 0.87 -2.84 -1.64  H19 1.083, C48 1.501, H55 1.017
22 H 1.96 3.50 -0.21  O12 1.033
23 H -0.57 0.01 -4.30  O17 0.909
24 H 1.13 2.68 1.42  O8 0.936
25 C 1.91 -0.79 -0.77  H26 1.059, C31 1.533, H43 1.118, C48 1.550
26 H 2.34 -1.58 -0.22  C25 1.059
27 O -4.20 -0.88 0.45  H39 0.831, H51 0.846
28 H 1.62 2.17 -2.39  O38 0.909
29 O 0.73 -2.56 3.09  H2 0.971, H37 0.932
30 H -0.10 -0.93 0.14  C31 1.133
31 C 0.76 -0.20 0.06  H3 1.207, C25 1.533, H30 1.133, C46 1.545
32 O 3.05 1.10 2.71  H9 0.995, H44 0.974
33 O -0.98 2.08 3.79  H14 0.929, H41 0.951
34 C -0.86 1.81 0.29  H7 1.126, N16 1.533, C46 1.518, H50 1.019
35 H -1.61 -3.25 1.31  O6 0.995
36 H 2.51 2.28 1.72  O8 1.025
37 H 0.54 -3.08 3.84  O29 0.932
38 O 1.60 1.54 -3.04  H28 0.909, H47 1.045
39 H -3.95 -1.13 -0.30  O27 0.831
40 O 0.16 -4.35 0.61  H49 0.935, H54 0.947
41 H -0.87 1.21 4.16  O33 0.951
42 H -1.92 0.14 0.99  N16 1.028
43 H 2.60 0.07 -0.99  C25 1.118
44 H 3.26 0.36 3.31  O32 0.974
45 H -2.21 0.23 -2.41  O11 0.923
46 C 0.24 1.13 -0.52  H4 1.109, C31 1.545, C34 1.518, H52 1.123
47 H 2.03 1.53 -4.00  O38 1.045
48 C 1.43 -1.51 -2.06  H10 1.088, H13 1.126, N21 1.501, C25 1.550
49 H 1.06 -4.55 0.45  O40 0.935
50 H -1.13 2.68 -0.18  C34 1.019
51 H -4.35 -1.30 1.17  O27 0.846
52 H 1.23 1.63 -0.39  C46 1.123
53 H -1.56 -1.19 -4.60  O17 1.020
54 H 0.15 -3.41 0.51  O40 0.947
55 H 1.19 -3.75 -1.94  N21 1.017

Orbital gap: 8.875 eV
E_tot: -31279.2646 eV
Charge: +1
Relative energy (zero: lowest compared OMol25 entry of this formula, charge and spin): 6.629 eV

- What is the relative energy (zero: lowest compared OMol25 entry of this formula, charge and spin) in the third record?
  3.703 eV

- Which of these has the highest E_tot?
  C5H37N2O11

Copy entry 1 word for word.
DFT (wB97M-V/def2-TZVPD) results for a cluster of 13 separate species, C5H36N2O13 in total.

Last columns: bonded neighbours and bond lengths (Å).
Atoms and positions in Å:
1 H 4.17 0.28 0.50  N19 1.009
2 H 2.44 1.20 2.35  O47 0.979
3 H -0.43 -0.99 2.65  N55 1.008
4 H -0.21 -1.08 -0.88  C50 1.086
5 H 0.13 -2.87 -1.81  O30 0.983
6 H 1.92 -0.51 -1.84  C40 1.085
7 H 0.44 -0.13 4.37  O37 0.962
8 O -3.33 0.71 -2.35  H16 0.958, H36 0.987
9 H -0.56 1.16 -4.08  O21 0.962
10 H 3.29 -2.25 -2.14  O23 0.967
11 H -0.34 -4.43 -1.68  O30 0.955
12 C 0.21 -0.13 0.92  H13 1.081, C50 1.326, N55 1.403
13 H 0.64 0.70 1.46  C12 1.081
14 H 1.64 2.27 3.06  O47 0.970
15 O 0.57 -1.99 -3.26  H20 0.975, H32 0.959
16 H -3.77 0.58 -3.19  O8 0.958
17 O -4.86 1.31 -0.26  H24 0.978, H51 0.963
18 H -0.87 1.94 3.48  O44 0.966
19 N 3.18 0.27 0.66  H1 1.009, C29 1.468, H41 1.011
20 H 0.12 -1.20 -2.91  O15 0.975
21 O -0.84 0.63 -3.33  H9 0.962, H43 0.986
22 H -1.50 2.97 2.62  O44 0.968
23 O 3.68 -2.11 -1.26  H10 0.967, H53 0.970
24 H -4.42 1.70 0.52  O17 0.978
25 H 1.91 1.86 0.12  C29 1.095
26 H -1.92 -2.67 -0.35  O42 0.971
27 O -2.54 1.65 1.05  H35 0.966, H54 0.982
28 C 3.48 1.87 -1.27  C29 1.573, O34 1.426, H39 1.082, H56 1.096
29 C 2.49 1.06 -0.36  N19 1.468, H25 1.095, C28 1.573, C40 1.541
30 O -0.12 -3.62 -1.23  H5 0.983, H11 0.955
31 H -2.14 -3.83 0.53  O42 0.965
32 H 0.17 -2.34 -4.05  O15 0.959
33 H 3.41 0.34 -2.46  O34 0.961
34 O 3.78 1.22 -2.51  C28 1.426, H33 0.961
35 H -2.39 1.28 0.17  O27 0.966
36 H -3.84 1.18 -1.66  O8 0.987
37 O 0.39 0.68 4.88  H7 0.962, H46 0.988
38 H -3.50 -1.17 1.68  O49 0.969
39 H 3.13 2.89 -1.34  C28 1.082
40 C 1.49 0.28 -1.24  H6 1.085, C29 1.541, H45 1.091, C50 1.517
41 H 2.93 -0.71 0.53  N19 1.011
42 O -2.37 -2.89 0.48  H26 0.971, H31 0.965
43 H -1.75 0.88 -3.04  O21 0.986
44 O -1.24 2.83 3.54  H18 0.966, H22 0.968
45 H 1.00 0.99 -1.90  C40 1.091
46 H 1.10 1.23 4.47  O37 0.988
47 O 2.39 1.68 3.20  H2 0.979, H14 0.970
48 H -0.84 -1.81 1.30  N55 1.012
49 O -3.92 -0.48 2.23  H38 0.969, H52 0.966
50 C 0.42 -0.36 -0.37  H4 1.086, C12 1.326, C40 1.517
51 H -4.95 0.37 -0.05  O17 0.963
52 H -3.40 -0.49 3.04  O49 0.966
53 H 4.52 -1.72 -1.52  O23 0.970
54 H -2.71 0.83 1.57  O27 0.982
55 N -0.69 -0.89 1.68  H3 1.008, C12 1.403, H48 1.012
56 H 4.43 1.80 -0.73  C28 1.096

Orbital gap: 8.391 eV
E_tot: -35366.7544 eV
Relative energy (zero: lowest compared OMol25 entry of this formula, charge and spin): 4.140 eV